Record 1
Formula: C5H8O
Source: the Open Molecules 2025 dataset
Level of theory: ωB97M-V/def2-TZVPD

Structure (XYZ):
```
14
Properties=species:S:1:pos:R:3:nbo_charge:R:1
C -1.911 -1.159 -0.600 -0.6485
C 1.301 2.513 0.313 -0.4862
C 1.370 1.200 0.488 0.1378
O 0.253 0.422 0.460 -0.5031
C 0.422 -0.925 0.268 0.1137
C -0.564 -1.682 -0.201 -0.2504
H -2.128 -1.392 -1.649 0.2166
H -1.959 -0.075 -0.472 0.2261
H 2.198 3.119 0.368 0.2110
H 0.351 2.998 0.113 0.2105
H 2.304 0.669 0.678 0.1710
H 1.401 -1.316 0.544 0.1759
H -0.367 -2.746 -0.297 0.2084
H -2.706 -1.610 0.005 0.2171
```

Calculated values
Spin multiplicity: 1
Energy: -270.4954 a.u.
LUMO energy: 1.16 eV
Structure (SMILES): C=CO/C=C\C
ΔE to the lowest compared entry with this formula, charge and spin: 1.7010 eV
HOMO: -8.4917 eV


Record 2
Formula: CH5N3S
Source: the Open Molecules 2025 dataset
Level of theory: ωB97M-V/def2-TZVPD

Structure (XYZ):
```
10
Properties=species:S:1:pos:R:3:nbo_charge:R:1
C -0.413 0.337 -0.048 0.1694
H -2.257 1.759 -1.986 0.3572
H -1.439 2.479 -0.707 0.3179
H -0.301 1.103 0.758 0.1753
H 0.167 -1.589 -0.662 0.4061
H 1.556 -1.815 1.889 0.1233
N -2.093 1.645 -1.008 -0.6288
N -1.320 0.476 -0.946 -0.3124
N 0.184 -0.926 0.063 -0.7333
S 1.710 -0.770 0.890 0.1253
```

Calculated values
Spin multiplicity: 1
Energy: -603.4766 a.u.
LUMO energy: 0.78 eV
Structure (SMILES): N/N=C/NS
ΔE to the lowest compared entry with this formula, charge and spin: 1.8865 eV
HOMO: -8.2512 eV


Record 3
Formula: C28H30NO4
Source: the Open Molecules 2025 dataset
Level of theory: ωB97M-V/def2-TZVPD

Structure (XYZ):
```
63
Properties=species:S:1:pos:R:3:nbo_charge:R:1
C 1.908 -1.865 4.651 -0.5997
C 0.656 -1.704 3.777 -0.4011
C 1.007 -1.246 2.342 -0.3985
C 0.377 0.094 1.916 -0.4205
C 1.300 1.310 2.057 -0.3832
C 1.952 1.755 0.724 -0.4532
C 3.097 0.855 0.408 0.3304
C 2.941 -0.298 -0.330 -0.2587
C 4.010 -1.154 -0.566 0.1511
C 3.917 -2.454 -1.327 -0.4424
C 3.194 -2.390 -2.679 -0.5186
C 1.714 -2.130 -2.647 0.7826
O 1.130 -1.524 -3.505 -0.5565
O 1.074 -2.636 -1.558 -0.7040
C 5.255 -0.784 -0.031 -0.2434
C 5.386 0.367 0.671 0.0840
N 4.317 1.159 0.876 -0.4440
H 2.247 -0.884 4.992 0.1958
H 1.709 -2.487 5.519 0.2219
H 2.728 -2.300 4.082 0.1942
H -0.036 -1.007 4.240 0.2036
H 0.212 -2.694 3.698 0.2113
H 0.694 -2.006 1.625 0.2139
H 2.096 -1.205 2.251 0.1756
H 0.005 0.015 0.895 0.2135
H -0.516 0.255 2.519 0.2290
H 0.799 2.155 2.522 0.2337
H 2.108 1.038 2.745 0.1946
H 1.214 1.673 -0.070 0.2479
H 2.301 2.784 0.815 0.2314
H 1.957 -0.525 -0.696 0.2500
H 3.409 -3.177 -0.686 0.2647
H 4.934 -2.805 -1.478 0.2320
H 3.683 -1.700 -3.360 0.2490
H 3.301 -3.377 -3.138 0.2662
H 0.297 -2.083 -1.389 0.5099
H 6.132 -1.399 -0.159 0.2508
H 6.323 0.700 1.089 0.2443
H 4.430 2.016 1.401 0.4405
C -6.918 0.911 0.826 -0.1799
C -6.109 -0.083 1.365 -0.1869
C -4.838 -0.294 0.859 -0.1828
C -4.374 0.482 -0.197 -0.0721
C -5.197 1.468 -0.752 -0.1396
C -6.464 1.684 -0.230 -0.1526
C -4.744 2.291 -1.913 0.5476
O -5.451 3.150 -2.387 -0.5064
C -3.390 2.015 -2.474 -0.1350
C -2.950 2.725 -3.586 -0.1486
C -1.688 2.484 -4.109 -0.1859
C -0.863 1.536 -3.515 -0.1943
C -1.297 0.831 -2.410 -0.1856
C -2.561 1.058 -1.890 -0.0731
C -3.003 0.255 -0.718 0.5358
O -2.255 -0.562 -0.209 -0.5730
H -7.908 1.079 1.228 0.2262
H -6.471 -0.692 2.182 0.2243
H -4.200 -1.062 1.275 0.2361
H -7.090 2.455 -0.658 0.2442
H -3.603 3.460 -4.037 0.2452
H -1.351 3.031 -4.980 0.2258
H 0.124 1.345 -3.916 0.2235
H -0.657 0.090 -1.951 0.2090
```

Calculated values
Spin multiplicity: 1
Net charge: +1
Energy: -1440.5100 a.u.
LUMO energy: -4.00 eV
ΔE to the lowest compared entry with this formula, charge and spin: 0.0000 eV
HOMO: -11.6220 eV


Record 4
Formula: C11H18
Source: the Open Molecules 2025 dataset
Level of theory: ωB97M-V/def2-TZVPD

Structure (XYZ):
```
29
Properties=species:S:1:pos:R:3:nbo_charge:R:1
C 3.615 0.225 -0.252 -0.6313
C 1.087 2.084 1.847 -0.2019
C 2.034 1.168 1.416 -0.2062
C 0.328 2.674 0.832 -0.2284
C 2.423 1.060 0.082 -0.0354
C 0.539 2.436 -0.507 -0.2086
C 1.683 1.679 -0.899 -0.2030
H 0.904 2.301 2.886 0.2176
H 2.660 0.654 2.140 0.2045
H -0.485 3.282 1.224 0.2096
H -0.145 2.738 -1.287 0.2150
H 4.058 -0.308 0.592 0.2144
H 4.448 0.880 -0.534 0.2220
H 1.741 1.480 -1.961 0.2127
H 3.441 -0.555 -0.995 0.2198
C -1.888 -2.095 -0.277 -0.2367
C -0.707 -1.179 -0.044 -0.6245
C -2.994 -1.606 0.738 -0.6136
C -2.506 -1.789 -1.666 -0.5920
H -1.590 -3.134 -0.366 0.2102
H 0.189 -1.387 -0.644 0.2061
H -2.483 -1.106 1.558 0.2038
H -3.616 -0.822 0.315 0.2052
H -3.613 -2.325 1.278 0.2139
H -2.885 -0.772 -1.725 0.1974
H -1.756 -1.924 -2.454 0.1976
H -0.328 -1.046 0.975 0.2139
H -0.858 -0.130 -0.318 0.2125
H -3.295 -2.484 -1.954 0.2053
```

Calculated values
Spin multiplicity: 1
Energy: -429.9020 a.u.
LUMO energy: 0.98 eV
Structure (SMILES): Cc1ccccc1.CC(C)C
ΔE to the lowest compared entry with this formula, charge and spin: 1.0506 eV
HOMO: -9.1008 eV


M
In order: 84.12, 91.14, 444.55, 150.27
Unit: g/mol